Record 1
The following is a quantum chemistry calculation of an isolated molecule of C5H8O2, from the OMol25 dataset.

Last column: Löwdin charge in e.
Atoms and positions in Å:
C1 0.21035 1.24856 -1.28080  -0.042
C2 -0.10655 0.79527 0.13648  -0.241
C3 0.82223 -0.24539 0.77889  -0.278
O1 1.87145 -0.78380 0.04709  -0.016
C4 -0.42056 -1.36171 0.72829  -0.142
O2 -1.00656 -1.31787 -0.58492  0.018
C5 -1.22542 -0.22982 0.28129  -0.240
H1 -0.64634 1.78507 -1.70474  0.084
H2 0.43474 0.39110 -1.91881  0.083
H3 1.07614 1.91809 -1.29662  0.084
H4 -0.25650 1.64103 0.81123  0.142
H5 1.04634 -0.07421 1.83519  0.151
H6 1.20782 -1.54189 0.13903  0.096
H7 -0.76992 -2.19486 1.35434  0.153
H8 -2.21772 -0.03938 0.64432  0.146

Force components x, y, z for each atom (eV/Å):
C -0.01 -0.01 0.02
C -0.30 0.12 0.10
C -1.61 -0.76 0.83
O -0.76 -1.32 0.17
C -0.10 1.17 0.96
O 0.45 0.07 0.13
C -0.96 0.58 -0.04
H 0.14 -0.07 0.07
H -0.04 0.12 0.10
H -0.12 -0.11 0.04
H -0.01 0.00 -0.08
H 0.04 0.25 -0.04
H 3.22 -0.67 -1.87
H 0.51 0.53 -0.09
H -0.45 0.09 -0.28

Calculated values
F_max   3.8 eV Å⁻¹
Frontier orbital gap   10.9 eV
SMILES   C[C@@H]1[C@H](O)[C@@H]2O[C@H]12
Energy above the lowest of the compared OMol25 structures with the same formula, charge and spin   93.1 kcal/mol
Molar mass   100.1 g/mol


Record 2
The following is a quantum chemistry calculation of the ion C5H11N2O with charge +1, from the OMol25 dataset.

Last column: Löwdin charge in e.
Atoms and positions in Å:
N1 -0.04491 -0.23638 2.42201  0.201
C1 -0.65447 -0.01974 1.21775  -0.479
O1 -1.73317 -0.46640 0.89306  0.090
C2 0.13248 0.80006 0.19913  -0.174
C3 1.51458 0.20761 -0.19413  -0.110
C4 1.39576 -0.54986 -1.53664  -0.103
C5 -0.13830 -0.48125 -1.79166  -0.091
N2 -0.62614 0.71915 -1.08040  0.078
H1 0.68642 0.41576 2.65966  0.123
H2 -0.49354 -0.89066 3.04353  0.134
H3 0.24880 1.84984 0.53331  0.176
H4 1.76954 -0.40918 0.65763  0.108
H5 2.25787 1.01298 -0.16541  0.126
H6 1.98518 -0.05520 -2.29677  0.114
H7 1.76673 -1.56605 -1.39827  0.126
H8 -0.58914 -1.36978 -1.27972  0.152
H9 -0.41183 -0.57645 -2.84982  0.143
H10 -1.63883 0.60653 -0.85388  0.186
H11 -0.50590 1.64985 -1.49144  0.200

Force components x, y, z for each atom (eV/Å):
N -0.48 0.57 -1.84
C 0.26 -0.33 0.97
O -0.19 -0.19 -0.10
C 0.87 0.14 -0.13
C 0.26 0.57 1.17
C -0.73 0.70 0.98
C 0.98 -2.19 -0.42
N -1.21 1.10 0.50
H 0.04 -0.51 0.63
H 0.16 0.33 0.39
H -0.36 -0.49 -0.26
H 0.38 -0.55 -0.15
H -0.12 -0.21 -0.44
H -0.03 0.05 -0.25
H -0.29 0.05 -0.33
H 0.08 1.01 -0.29
H -0.13 0.65 0.36
H 0.50 -0.11 0.05
H 0.02 -0.57 -0.84

Calculated values
F_max   2.4 eV Å⁻¹
Frontier orbital gap   11.4 eV
SMILES   NC(=O)[C@H]1CCC[NH2+]1
Energy above the lowest of the compared OMol25 structures with the same formula, charge and spin   10.1 kcal/mol
Net charge   +1
Molar mass   115.2 g/mol


Record 3
The following is a quantum chemistry calculation of a cluster of 2 separate species, H4O2 in total, from the OMol25 dataset.

Last column: Löwdin charge in e.
Atoms and positions in Å:
O1 1.34866 -0.23013 -0.24340  -0.066
H1 1.67225 -0.47734 0.65506  0.064
H2 1.81787 0.61325 -0.36098  0.049
O2 -1.82975 -0.24513 -0.22954  -0.063
H3 -2.12876 0.45091 0.36703  0.031
H4 -0.88028 -0.11157 -0.18817  -0.015

Force components x, y, z for each atom (eV/Å):
O 0.72 0.38 1.28
H -0.51 -0.08 -0.94
H -0.31 -0.27 -0.31
O -0.12 0.40 0.35
H -0.36 -0.13 -0.08
H 0.58 -0.30 -0.29

Calculated values
F_max   1.5 eV Å⁻¹
Frontier orbital gap   11.7 eV
SMILES   O.O
Energy above the lowest of the compared OMol25 structures with the same formula, charge and spin   2.2 kcal/mol
Molar mass   36.0 g/mol